Entry 1:
Below is 2 unconnected molecules or ions with the total composition C8H11NO2, with properties calculated with wB97M-V/def2-TZVPD.

Computed properties:
M	153.2	u
LUMO (spin up / spin down)	0.275 / 0.602	eV
orbital gap (spin up / spin down)	7.85 / 8.29	eV
relative energy (zero: lowest compared OMol25 entry of this formula, charge and spin)	6.572	eV
HOMO energy (spin up / spin down)	-7.572 / -7.692	eV

Last column: Mulliken charge in e.
Element x y z (Å)
C: -2.63878 1.42806 0.48740  -0.7936
C: -1.23423 1.48261 0.41724  -0.3958
C: -2.92448 0.26005 -0.11771  -0.5090
C: -0.80928 0.38288 -0.25995  0.0236
C: 2.40537 0.21160 0.94027  -0.2774
C: 2.66475 1.40286 -0.00286  -0.3060
C: 1.61052 -0.18387 -1.10577  -0.0579
C: -1.88575 -1.60378 -1.36288  -1.0245
N: -1.84108 -0.40326 -0.57629  0.2467
O: 2.02420 -0.84930 0.09054  -0.3231
O: 2.32823 0.95395 -1.24715  -0.3393
H: -3.16709 2.03513 1.18380  0.3782
H: -0.67133 2.31451 0.64101  0.4732
H: -3.80930 -0.26284 -0.00876  0.4047
H: 3.22896 0.03262 1.55639  0.4178
H: 1.51808 0.57317 1.58441  0.2103
H: 2.07920 2.39902 0.10088  0.2166
H: 3.73707 1.48419 -0.02848  0.2860
H: 1.56384 -0.84477 -1.90144  0.3436
H: -0.96111 -2.06685 -1.54214  0.3260
H: -2.38376 -2.38289 -0.75369  0.3472
H: -2.46245 -1.45185 -2.23477  0.3526

***

Entry 2:
Below is a gas-phase ion, C3H6NO2 (charge -1), with properties calculated with wB97M-V/def2-TZVPD.

Computed properties:
M	88.1	u
net charge	-1
SMILES string	CC(=O)NC[O-]
LUMO	4.169	eV
orbital gap	7.53	eV
relative energy (zero: lowest compared OMol25 entry of this formula, charge and spin)	2.450	eV
HOMO energy	-3.359	eV

Last column: Mulliken charge in e.
Element x y z (Å)
C: -1.77968 0.52825 0.25445  -0.8452
C: -0.41235 0.37348 0.90083  0.4460
O: -0.45786 0.23528 2.14097  -0.6914
N: 0.79227 0.43362 0.21878  -0.3576
C: 1.49707 -0.64416 -1.00838  -0.1461
O: 2.45130 0.02240 -1.53276  -0.7432
H: -2.45570 0.69790 1.13679  0.3117
H: -2.02670 -0.55712 -0.02128  0.1796
H: -1.70047 1.14210 -0.66039  0.3079
H: 1.63280 0.43130 0.78150  0.2469
H: 1.79055 -1.65502 -0.53516  0.1262
H: 0.66877 -1.00802 -1.67537  0.1651

***

Entry 3:
Below is 3 unconnected molecules or ions with the total composition C35H51BCl3F18N3O7P, with properties calculated with wB97M-V/def2-TZVPD.

Computed properties:
M	1115.9	u
net charge	+1
LUMO	-3.651	eV
orbital gap	7.91	eV
relative energy (zero: lowest compared OMol25 entry of this formula, charge and spin)	16.617	eV
HOMO energy	-11.559	eV

Last column: Mulliken charge in e.
Element x y z (Å)
C: 3.58204 -0.98122 2.90279  -1.0853
C: 2.03654 -0.83710 2.26187  -0.0623
C: 1.90038 0.31050 1.13405  -1.6031
C: 1.46604 0.01145 -0.41054  1.2421
C: 1.87739 1.46024 -1.14144  -1.5561
Cl: 3.70740 1.83503 -1.31741  0.0707
C: 1.45855 2.84751 -0.39452  0.2865
C: 1.31728 3.97340 -1.62659  -1.0806
Cl: 2.84099 3.59290 0.66433  -0.1194
C: 2.44944 -1.14065 -1.15831  0.6681
C: 3.91090 -1.35428 -0.44934  -0.5942
C: 5.12644 -1.93548 -1.37973  -0.5094
C: 5.75758 -0.90774 -2.48479  0.1400
N: 5.71597 -1.11556 -4.00636  -0.5258
O: 6.43007 0.20533 -2.08734  -0.4816
C: 2.42894 -0.95913 -2.77505  -0.5500
C: 2.59812 -2.19379 -3.78066  0.0757
O: 3.39982 -3.24913 -3.77951  -0.4731
Cl: 1.53156 -2.14091 -5.35242  -0.1308
C: 1.83303 -2.66998 -0.87533  -2.3308
N: 0.45156 -2.89558 -1.34833  1.0117
B: 0.00428 -4.13678 -0.52546  0.0087
O: -0.50116 -4.00191 0.89010  -0.5138
C: 0.14126 -5.69752 -0.98976  -0.2140
C: 0.20991 -6.02853 -2.57016  -0.8231
C: -0.52977 -1.76430 -1.34673  -0.5493
P: -1.21759 -1.71776 -3.16771  0.0601
C: -2.95138 -0.94431 -3.30926  -0.8799
C: -1.69926 -3.51826 -3.75742  -0.8155
C: -0.17324 -0.35166 -0.63201  2.1721
C: -0.95203 -0.47436 0.84959  -0.4011
C: -2.52132 -0.74186 0.97172  -0.1004
C: -2.86945 -2.11095 1.87649  -0.6198
F: -3.36109 -0.84854 -0.22327  -0.3496
C: -1.00017 0.96823 -1.27097  -1.3129
O: -0.96805 1.36863 -2.54422  -0.6002
N: -1.83176 1.94449 -0.42149  0.1093
C: -1.93357 3.32609 -0.98130  0.3689
O: -1.50192 4.33969 -0.17690  -0.4500
F: -2.60005 3.78354 -2.22402  -0.2601
H: 4.38608 -0.41130 2.27401  0.3316
H: 3.64139 -0.62548 4.01594  0.1857
H: 3.85878 -2.14248 2.89481  0.2445
H: 1.55587 -1.87748 2.05118  -0.0519
H: 1.43809 -0.48077 3.24034  0.2485
H: 2.98112 0.82768 1.16154  0.7715
H: 1.23835 1.15852 1.65942  0.4336
H: 1.52615 1.55267 -2.25043  0.8011
H: 0.53633 2.80468 0.30985  0.4896
H: 2.38100 4.24753 -2.03287  0.3651
H: 0.59583 3.54996 -2.44795  0.2282
H: 0.84087 4.96825 -1.22193  0.3365
H: 4.37011 -0.42682 0.09518  0.5096
H: 3.86542 -2.16843 0.43089  0.0104
H: 4.96474 -3.04646 -1.76569  0.2301
H: 6.02421 -2.07629 -0.59539  0.4816
H: 4.90316 -0.62392 -4.43708  0.2858
H: 5.72168 -2.14390 -4.22498  0.3313
H: 3.18456 -0.13199 -3.19495  0.6641
H: 1.36012 -0.47828 -3.02106  0.3171
H: 1.86246 -2.97402 0.26654  0.6932
H: 2.52039 -3.51844 -1.36528  0.3838
H: 0.56656 -3.30074 -2.32625  0.3332
H: -1.32116 -4.58160 1.01299  0.3042
H: 1.12794 -6.12337 -0.46955  0.2899
H: -0.74813 -6.30267 -0.47213  0.2656
H: 0.79257 -5.27145 -3.24578  0.1096
H: 0.73070 -7.09239 -2.69414  0.3424
H: -0.91080 -6.19234 -2.94779  0.2848
H: -1.45845 -2.35088 -0.86026  0.1858
H: -3.06087 -0.56603 -4.43640  0.3768
H: -3.17981 -0.02640 -2.63553  0.1705
H: -3.84209 -1.72524 -3.17164  0.3592
H: -2.51412 -3.47138 -4.60027  0.4560
H: -0.71525 -3.95581 -4.27272  0.2095
H: -1.97802 -4.21203 -2.85287  0.1552
H: -0.78369 0.50146 1.51756  0.4449
H: -0.44972 -1.44123 1.33906  -0.2545
H: -3.04918 0.11440 1.62303  0.4423
H: -2.95828 -3.05441 1.17174  0.0123
H: -3.90512 -1.94415 2.44641  0.3795
H: -2.02928 -2.33904 2.66287  0.1289
H: -2.84983 1.63064 -0.39787  0.4178
C: 2.04693 -2.72029 9.29014  -0.6777
C: 3.33131 -2.09440 8.72627  0.8721
C: 3.22063 -0.61884 8.35879  0.0762
F: 2.29585 -0.39518 7.39753  -0.1789
F: 4.40119 -0.15833 7.86373  -0.2793
F: 3.76528 -2.83761 7.67323  -0.2592
F: 4.30135 -2.22283 9.68709  -0.3281
O: 1.24049 -3.45067 8.36095  -0.4061
C: 0.33902 -2.66365 7.58424  0.6969
C: 0.66232 -2.69304 6.08530  0.2738
F: 1.91741 -2.24080 5.83384  -0.2090
F: -0.18488 -1.89300 5.38543  -0.2940
F: 0.29293 -1.40857 8.09108  -0.2593
F: -0.89463 -3.19694 7.79816  -0.2971
H: 2.36485 -3.47494 10.02079  0.4124
H: 1.45416 -2.00799 9.87638  0.3311
H: 2.96887 -0.00976 9.23126  0.2604
H: 0.58473 -3.70907 5.68740  0.2800
C: -5.75429 6.76484 -2.12813  -0.7288
C: -6.20153 5.67210 -3.11058  0.8499
C: -5.13526 5.22420 -4.10406  0.6532
F: -4.71785 6.23345 -4.90185  -0.2221
F: -5.62590 4.26359 -4.93315  -0.2861
F: -7.33326 6.07864 -3.74582  -0.2741
F: -6.57364 4.58308 -2.36479  -0.3262
O: -6.11567 8.10648 -2.46960  -0.4060
C: -5.23124 8.76581 -3.37424  0.7685
C: -5.89485 9.10576 -4.71449  0.1939
F: -6.36157 7.99456 -5.33932  -0.2099
F: -5.00902 9.68586 -5.56679  -0.2526
F: -4.10470 8.02713 -3.51390  -0.2694
F: -4.84948 9.91186 -2.74744  -0.2949
H: -6.28798 6.57396 -1.18838  0.4123
H: -4.69435 6.68113 -1.85992  0.3916
H: -4.26550 4.80448 -3.59132  -0.1875
H: -6.73607 9.79054 -4.57285  0.2474

***

Entry 4:
Below is a molecular structure, C17H20Cl3NO4STi, with properties calculated with wB97M-V/def2-TZVPD.

Computed properties:
M	488.6	u
net charge	-2
LUMO (spin up / spin down)	3.918 / 3.918	eV
orbital gap (spin up / spin down)	3.37 / 3.37	eV
HOMO energy (spin up / spin down)	0.544 / 0.543	eV

Last column: Mulliken charge in e.
Element x y z (Å)
C: -0.81936 0.67068 -3.40875  0.9374
C: -1.65339 -0.44360 -3.12886  0.1986
C: -0.81228 -1.54853 -2.80710  0.7906
C: -3.10731 -0.50176 -3.36016  -1.7054
C: 0.54707 -1.11846 -2.90514  0.6041
C: 0.52863 0.20304 -3.42088  0.3621
C: 1.70635 0.98731 -3.83629  -1.5132
C: -1.26162 2.04260 -3.71783  -1.7977
C: -1.27248 -2.93565 -2.63333  -1.7605
C: 1.75411 -1.85407 -2.46082  -1.7444
Ti: -0.24264 0.38931 0.37987  0.5389
Cl: -2.52352 -0.35921 0.15234  -0.5152
Cl: -1.14895 2.50294 -0.12678  -0.5431
Cl: 0.51942 -1.82411 0.39044  -0.4721
H: -3.59087 0.43969 -3.09530  0.3030
H: -3.58188 -1.31855 -2.81365  0.3255
H: -3.28379 -0.66710 -4.43023  0.3147
H: -2.22264 -2.98493 -2.08786  0.3180
H: -0.53667 -3.55945 -2.11402  0.3410
H: -1.44299 -3.37263 -3.63192  0.2501
H: 1.51202 -2.69124 -1.79159  0.3727
H: 2.45281 -1.22775 -1.88464  0.2529
H: 2.29118 -2.25468 -3.33106  0.3686
H: 2.55715 0.33086 -4.06016  0.4034
H: 2.06008 1.63419 -3.02524  0.1211
H: 1.48603 1.60071 -4.71496  0.3796
H: -2.13010 2.35641 -3.10968  0.3517
H: -1.53719 2.11798 -4.78461  0.2805
H: -0.45425 2.76590 -3.51934  0.3734
O: 1.07197 0.76804 -0.78059  -0.2322
H: 1.04055 1.75954 -0.85868  0.2656
O: 2.90602 2.81607 4.84045  -0.6339
S: 2.86683 1.39560 4.60808  1.1350
O: 3.96357 0.58893 5.05420  -0.6447
N: 2.39279 1.09745 3.05675  -0.5027
C: 1.13801 0.72258 3.01714  0.6409
O: 0.39454 0.81831 1.97823  -0.1630
C: 0.55794 0.25746 4.26847  0.5676
C: -0.71390 -0.27693 4.50332  -0.5869
C: -1.11788 -0.35527 5.83019  -0.5413
C: -0.28372 0.07115 6.87961  -0.4546
C: 0.98780 0.62149 6.60895  -0.5171
C: 1.37972 0.69491 5.28574  -0.0404
H: -1.31189 -0.58175 3.64295  0.4453
H: -2.10240 -0.74650 6.04830  0.3888
H: -0.61483 -0.01933 7.91583  0.3426
H: 1.65194 0.98831 7.37861  0.3947